The following is a quantum chemistry calculation of a structure of composition C8H18NO8S2 in a non-equilibrium geometry, from OMol25.

Computed properties:
Gap between HOMO and LUMO = 8.419 eV
M = 320.36 g mol⁻¹
Largest force on an atom = 1.3 eV/A
Energy relative to the best compared isomer or geometry (same formula, charge and spin) = 0.0 kcal/mol

The geometry in ORCA input format:
```
! RIJCOSX wB97M-V def2-TZVPD def2/J DEFGRID3
* xyz -1 1
O -2.61 -1.30 2.34
O 0.25 -0.47 -4.18
H -5.82 -2.62 4.17
C -5.26 -1.23 2.63
H -0.71 -0.54 -1.02
H -0.74 0.62 3.06
O 1.39 -1.24 -2.22
H 5.33 -0.41 -3.23
H -0.83 1.93 1.86
C -0.83 0.06 -1.90
H -1.66 -0.34 -2.45
O 1.54 3.12 -1.32
N 1.46 1.24 -2.91
H 3.74 -0.91 -0.72
O 4.53 1.30 -2.55
H 3.93 3.00 -1.72
C 4.49 -0.13 -2.60
H -4.96 -1.98 1.89
C 4.66 -0.82 -1.27
H 3.61 -0.49 -3.10
S 0.67 -0.16 -2.85
H -5.43 -1.00 4.76
H 4.16 1.73 -0.56
H 5.02 -1.82 -1.46
H -6.29 -0.94 2.41
O -4.49 -0.04 2.44
C 3.80 1.95 -1.55
H -4.14 -2.09 4.26
C -1.16 0.92 2.10
O 1.63 0.93 -0.37
S 1.98 1.77 -1.49
O -2.59 0.95 2.18
C -3.17 -0.23 2.32
H -0.96 1.09 -1.62
H 5.42 -0.33 -0.68
C -5.16 -1.77 4.04
H -0.81 0.26 1.32
*
```


The following is a quantum chemistry calculation of a cluster of 2 separate species, C2H6N2OPS in total in a non-equilibrium geometry, from OMol25.

Computed properties:
Gap between HOMO and LUMO (alpha / beta) = 6.633 / 8.240 eV
M = 137.12 g mol⁻¹
Largest force on an atom = 4.7 eV/A
Energy relative to the best compared isomer or geometry (same formula, charge and spin) = 57.7 kcal/mol

The geometry in ORCA input format:
```
! RIJCOSX wB97M-V def2-TZVPD def2/J DEFGRID3
* xyz 1 1
N -2.28 -0.01 -0.42
H 3.07 -1.95 0.81
N -0.31 1.33 -0.11
S -0.12 -1.36 -0.25
H 2.39 -1.81 -0.75
P 3.41 0.33 -0.19
O 2.41 1.46 -0.19
C -0.94 0.14 -0.22
H -0.76 2.22 0.16
H -2.84 -0.80 -0.17
H 0.64 1.51 -0.19
H -2.88 0.74 -0.81
C 2.68 -1.25 0.18
*
```


The following is a quantum chemistry calculation of an isolated molecule of C6H10, from OMol25.

Computed properties:
Gap between HOMO and LUMO (alpha / beta) = 7.396 / 7.373 eV
M = 82.15 g mol⁻¹
Largest force on an atom = 0.4 eV/A
Energy relative to the best compared isomer or geometry (same formula, charge and spin) = 92.4 kcal/mol

The geometry in ORCA input format:
```
! RIJCOSX wB97M-V def2-TZVPD def2/J DEFGRID3
* xyz 0 1
H 2.22 1.32 1.56
C -1.16 -1.40 0.68
C -0.52 -0.10 -1.38
H -1.37 -1.37 1.76
H 0.29 -0.78 -1.64
H -1.45 -0.47 -1.83
C -0.71 -0.03 0.14
H -0.39 -2.16 0.51
H -0.26 0.87 -1.80
H 0.22 0.32 2.05
H -2.07 -1.73 0.17
C 1.61 1.07 0.69
H -1.53 0.67 0.35
C 0.42 0.46 0.98
H 2.88 2.03 -0.59
C 1.97 1.40 -0.66
*
```


The following is a quantum chemistry calculation of a structure of composition C15H15N2NiO6 in a non-equilibrium geometry, from OMol25.

Computed properties:
Gap between HOMO and LUMO (alpha / beta) = 6.368 / 6.185 eV
M = 377.99 g mol⁻¹
Largest force on an atom = 7.1 eV/A
Energy relative to the best compared isomer or geometry (same formula, charge and spin) = 55.3 kcal/mol

The geometry in ORCA input format:
```
! RIJCOSX wB97M-V def2-TZVPD def2/J DEFGRID3
* xyz 1 3
N 0.54 0.62 2.58
H 0.13 -1.41 2.38
C -0.41 4.17 -2.57
C 1.30 1.61 3.42
H 3.09 1.84 2.27
H 1.65 -1.05 3.20
H -2.46 -1.86 -2.25
H -1.11 -0.38 4.40
H -1.77 -0.58 1.83
C -1.88 -1.36 -1.48
H 0.75 0.69 -1.43
C -0.11 -0.84 4.44
C 0.51 0.93 1.22
H 0.80 -0.08 -5.01
O -0.59 4.66 -3.59
C -0.34 -2.60 -3.88
O 2.56 -0.26 -2.97
O -3.28 -0.52 -4.24
H -3.13 -1.88 0.15
Ni -0.18 -0.66 -4.06
H 3.17 0.53 3.47
O -0.51 -3.65 -3.45
H 0.99 1.40 4.44
H -0.23 -1.90 4.70
C -1.31 -0.37 -5.97
C -1.48 -0.61 0.80
C 2.81 1.53 3.27
O -1.83 -0.25 -7.07
C 1.55 -0.68 -3.42
H 0.48 -0.36 5.24
C -2.28 -1.35 -0.13
H 0.95 2.62 3.13
N -0.74 -0.73 -1.89
C -2.19 -0.71 -4.65
O 1.11 1.89 0.73
H 3.26 2.22 3.98
C -0.05 0.06 -1.02
C -0.36 0.06 0.35
C 0.60 -0.74 3.08
*
```


The following is a quantum chemistry calculation of a structure of composition Cl2F2O8Sr in a non-equilibrium geometry, from OMol25.

Computed properties:
Gap between HOMO and LUMO = 7.760 eV
M = 324.51 g mol⁻¹
Largest force on an atom = 7.7 eV/A
Energy relative to the best compared isomer or geometry (same formula, charge and spin) = 0.0 kcal/mol

The geometry in ORCA input format:
```
! RIJCOSX wB97M-V def2-TZVPD def2/J DEFGRID3
* xyz -2 1
O 1.28 -3.35 -1.92
O -3.30 3.08 0.86
Sr 0.70 0.35 -0.24
O 3.64 -3.39 -1.49
O 2.32 -1.92 -0.34
O 2.77 -1.58 -2.37
F -1.04 -1.50 0.03
Cl 2.41 -2.62 -1.51
O -1.83 1.30 0.93
O -1.44 3.16 2.40
Cl -2.44 2.30 1.76
O -3.25 1.45 2.61
F 0.18 2.73 -0.73
*
```


The following is a quantum chemistry calculation of a cluster of 2 separate species, C5H8BClO2S in total in a non-equilibrium geometry, from OMol25.

Computed properties:
Gap between HOMO and LUMO (alpha / beta) = 6.803 / 6.886 eV
M = 178.45 g mol⁻¹
Largest force on an atom = 5.2 eV/A
Energy relative to the best compared isomer or geometry (same formula, charge and spin) = 158.8 kcal/mol

The geometry in ORCA input format:
```
! RIJCOSX wB97M-V def2-TZVPD def2/J DEFGRID3
* xyz 0 1
C 0.34 -0.26 0.24
S 1.24 0.42 4.67
H -1.89 -0.78 -3.75
C 0.75 1.25 -1.66
C 0.18 -0.06 -1.10
B -0.91 -0.81 -1.96
H -0.22 -0.92 0.83
H -2.51 -1.87 -1.40
Cl -0.83 -1.29 3.50
C 1.11 0.53 1.05
H 1.66 1.46 -1.32
O -1.00 -0.55 -3.31
O -1.60 -1.62 -1.15
H 0.77 1.34 -2.66
C 0.76 -0.63 3.38
H 0.12 2.21 -1.41
H 2.08 0.76 0.84
H -0.04 0.83 5.21
*
```


The following is a quantum chemistry calculation of a cluster of 2 separate species, C14H16BrO3S in total in a non-equilibrium geometry, from OMol25.

Computed properties:
Gap between HOMO and LUMO = 4.965 eV
M = 344.25 g mol⁻¹
Largest force on an atom = 2.1 eV/A
Energy relative to the best compared isomer or geometry (same formula, charge and spin) = 0.0 kcal/mol

The geometry in ORCA input format:
```
! RIJCOSX wB97M-V def2-TZVPD def2/J DEFGRID3
* xyz -1 1
C 2.52 -1.64 -0.32
C 2.58 -0.34 -1.21
S -1.61 2.85 1.18
C -5.08 2.91 -0.74
C 1.03 -2.06 -0.09
H 3.64 -0.08 -1.34
H 1.05 -2.94 0.56
H -0.82 -1.21 0.59
C -4.01 1.71 1.57
C -5.77 1.87 -0.09
C 4.49 -1.97 0.81
H 0.65 -0.69 1.50
O -0.61 0.85 -0.91
O 3.17 -2.71 -1.00
O 3.16 -1.42 0.91
H -3.32 4.15 -0.72
C 1.80 0.77 -0.58
Br -7.40 1.22 -0.80
H 5.20 -1.13 0.75
H -5.79 0.50 1.59
C 0.24 -0.93 0.50
C -3.23 2.65 0.84
H -3.60 1.30 2.49
H 4.71 -3.85 -0.29
H -5.51 3.36 -1.62
H 4.68 -2.57 1.71
C 0.34 0.32 -0.37
H 2.23 0.99 0.41
H 5.19 -2.37 -1.21
H 1.81 1.66 -1.20
C -3.85 3.33 -0.25
C 4.50 -2.79 -0.46
C -5.24 1.28 1.08
H 2.19 -0.63 -2.20
H 0.65 -2.38 -1.07
*
```


The following is a quantum chemistry calculation of a structure of composition C41H51LaN13O4S2 in a non-equilibrium geometry, from OMol25.

Computed properties:
Gap between HOMO and LUMO (alpha / beta) = 6.861 / 6.862 eV
M = 992.99 g mol⁻¹
Largest force on an atom = 3.2 eV/A
Energy relative to the best compared isomer or geometry (same formula, charge and spin) = 68.7 kcal/mol

The geometry in ORCA input format:
```
! RIJCOSX wB97M-V def2-TZVPD def2/J DEFGRID3
* xyz 1 1
N 2.17 2.68 1.72
C 0.58 0.34 -1.77
S -0.80 4.26 1.23
H 4.86 3.33 0.57
N -4.10 -0.76 0.10
H -1.97 2.34 -1.24
C 3.64 0.43 -0.78
C -2.65 1.84 -1.89
H -2.39 6.55 2.17
H 0.82 -0.48 3.80
H -4.36 0.44 2.21
H 6.30 3.24 -1.41
H 3.17 5.23 5.49
H -4.25 4.36 0.23
H -3.29 -2.95 5.84
H -5.22 -1.79 -1.44
C 2.85 -4.60 -4.18
C -1.25 -2.68 5.08
H 1.47 3.46 -1.14
H 2.25 3.46 -3.32
C 1.32 2.52 -1.70
H -3.65 2.35 -2.18
C 1.41 1.46 -3.83
O 3.85 1.05 2.87
C 0.70 2.95 5.03
C 1.34 -5.50 -5.87
C 1.04 -4.22 -6.27
C 2.49 4.57 4.98
H -1.46 -3.52 4.41
C 0.34 -1.43 3.69
C 0.17 -2.01 -3.26
C 2.06 -8.08 -4.87
H 2.31 -8.84 -4.12
H -3.09 3.04 0.27
C 3.92 1.34 0.21
H 3.43 -4.91 -3.33
C -1.93 -0.63 4.20
H -2.14 1.54 -2.81
N -3.27 4.08 0.31
H 1.00 -2.08 4.18
C 2.69 4.23 3.64
C 4.35 0.57 -1.99
C 2.57 -3.34 -4.59
C -2.52 -2.20 5.85
H -0.47 -2.85 5.83
H 6.89 2.21 -3.50
H -3.33 -1.34 1.93
C 5.58 2.40 -1.21
H -5.06 -1.68 1.82
C -4.24 -1.37 -1.22
N -2.80 1.17 0.87
C -3.66 1.33 2.08
C 1.40 3.95 5.63
H 6.64 0.51 -3.76
H -4.93 -1.52 5.24
H -2.34 2.40 3.33
S 3.00 1.29 1.78
H -3.48 1.36 4.16
C 4.86 2.41 -0.05
H -2.25 -1.99 6.89
C 0.93 0.26 -3.14
C -3.83 -0.31 -2.24
H 2.94 -0.36 -0.59
H 0.92 -6.33 -6.37
H 1.53 1.46 -4.90
C -2.45 4.80 1.04
H -3.78 -2.75 1.01
H -4.26 2.26 1.94
La -0.13 1.20 1.57
C 5.39 1.45 -2.19
C 2.21 -5.69 -4.80
N -2.96 -1.03 5.00
H -3.53 -2.23 -1.31
N 0.71 1.54 -1.06
O -0.37 -0.72 0.14
N -3.06 0.56 -1.34
C -4.08 -1.70 1.25
N 0.98 2.58 3.78
H 1.33 4.30 6.62
H 3.55 4.63 3.13
H 0.26 -1.73 2.64
C -2.79 1.44 3.30
C 1.94 3.19 3.06
C 0.05 -0.81 -1.08
H -4.76 -0.41 4.05
H 0.94 -8.01 -4.91
H -0.53 -2.95 -1.50
H -3.20 -0.80 -2.96
C 6.14 1.47 -3.47
C -3.32 0.35 -0.04
H -4.68 0.16 -2.76
H -0.22 2.54 5.45
N 1.00 -0.77 -5.31
O 2.64 -6.88 -4.40
N -1.81 0.35 3.33
C 1.63 -3.11 -5.59
C 0.74 -0.91 -3.94
H -0.37 -2.82 -3.87
C -0.13 -1.99 -1.87
H -4.64 0.06 5.70
N -2.89 5.98 1.52
H 5.46 1.83 -4.25
C 1.60 2.57 -3.05
N -0.90 -1.49 4.35
H 2.46 -8.36 -5.86
H 4.13 -0.20 -2.74
N 1.32 -1.73 -6.05
H -3.89 6.18 1.43
H 0.37 -4.02 -7.04
O 2.03 0.14 1.62
H 3.13 -2.49 -4.20
C -4.34 -0.65 4.96
*
```